Entry 1
Entry from OMol25: a molecular structure, C5H12N2O2Sn (the ωB97M-V functional and the def2-TZVPD basis).

```
22
Properties=species:S:1:pos:R:3:mulliken_charge:R:1
Sn -0.793 -0.630 -1.080 0.7215
C -3.034 -1.576 -3.078 -0.7619
H -3.370 -2.123 -2.191 0.3214
H -3.707 -0.742 -3.311 0.3574
H -2.929 -2.248 -3.936 0.3363
H -1.975 -1.131 -2.929 -0.1083
H -0.559 -0.414 -2.793 0.2156
C 0.698 1.684 2.390 -1.3949
C 0.514 0.788 1.214 0.5500
N -0.633 0.849 0.542 0.0351
O -1.491 1.815 1.087 -0.3669
C 1.515 -0.118 0.755 0.6115
C 2.866 -0.263 1.362 -1.2220
N 1.206 -0.869 -0.336 0.2276
O 2.064 -1.630 -0.871 -0.3399
H -0.209 2.271 2.546 0.4003
H 1.553 2.357 2.231 0.4328
H 0.918 1.092 3.290 0.4249
H -2.294 1.790 0.542 0.4007
H 3.040 -1.293 1.700 0.3953
H 3.653 -0.012 0.640 0.3941
H 2.967 0.402 2.225 0.3696
```

Molecular weight (g mol⁻¹): 250.9
2S+1: 1
Net charge: +2

***

Entry 2
Entry from OMol25: a molecular structure, C5H12N2O2Sn (the ωB97M-V functional and the def2-TZVPD basis).

```
22
Properties=species:S:1:pos:R:3:mulliken_charge:R:1
Sn 0.060 0.182 -1.523 0.5863
C -0.256 0.091 -4.294 -0.9547
H 0.791 0.251 -4.073 0.2850
H -0.372 -0.903 -4.701 0.3835
H -0.521 0.806 -5.062 0.3613
H -1.068 0.308 -3.236 0.0432
H -1.594 0.499 -2.451 0.4674
C 0.769 -1.294 2.538 -1.4377
C 0.383 -0.546 1.303 0.6368
N 0.436 -1.172 0.132 0.0467
O 0.827 -2.491 0.279 -0.3745
C -0.095 0.794 1.335 0.5140
C -0.276 1.578 2.608 -1.2073
N -0.471 1.367 0.158 0.2289
O -1.075 2.470 0.158 -0.3549
H 1.105 -2.296 2.269 0.3967
H -0.082 -1.380 3.228 0.4317
H 1.574 -0.781 3.085 0.4218
H 0.841 -2.860 -0.610 0.3927
H 0.302 2.517 2.603 0.3903
H -1.329 1.861 2.772 0.3863
H 0.051 0.998 3.482 0.3563
```

Molecular weight (g mol⁻¹): 250.9
2S+1: 1
Net charge: +2

***

Stability summary - winner: entry 1; margin: 173.8 kJ/mol.

***

Entry 1
Entry from OMol25: a molecular structure, H18O9Sn (the ωB97M-V functional and the def2-TZVPD basis).

```
28
Properties=species:S:1:pos:R:3:mulliken_charge:R:1
Sn 0.092 0.018 -0.009 1.7093
O 2.333 -0.912 0.754 -0.4933
H 2.961 -0.270 1.133 0.2895
H 2.472 -1.795 0.993 0.2704
O -1.274 -2.299 -0.279 -0.5007
H -0.843 -3.065 0.119 0.2818
H -2.164 -2.624 -0.409 0.2539
O -0.107 -1.464 2.276 -0.5174
H -0.384 -0.888 2.991 0.2869
H 0.729 -1.853 2.620 0.2973
O -0.619 2.663 -0.454 -0.4908
H -0.577 3.253 0.297 0.2490
H -0.929 3.246 -1.126 0.2632
O 1.592 1.136 -1.903 -0.5453
H 1.645 2.008 -2.329 0.2888
H 1.264 0.631 -2.611 0.2775
O 1.166 -1.701 -1.768 -0.4785
H 2.000 -1.970 -2.087 0.2626
H 0.584 -2.461 -1.814 0.2706
O -2.179 0.575 1.148 -0.5120
H -2.337 1.295 1.791 0.2760
H -3.034 0.379 0.795 0.2443
O 0.623 1.554 1.987 -0.5863
H 1.178 2.312 1.659 0.3450
H 1.092 1.237 2.767 0.2683
O -1.457 0.392 -1.943 -0.5598
H -1.546 -0.302 -2.622 0.2765
H -2.292 0.905 -1.970 0.2733
```

Molecular weight (g mol⁻¹): 280.8
2S+1: 1
Net charge: +2

***

Entry 2
Entry from OMol25: a molecular structure, H18O9Sn (the ωB97M-V functional and the def2-TZVPD basis).

```
28
Properties=species:S:1:pos:R:3:mulliken_charge:R:1
Sn 0.052 0.063 0.047 1.6495
O 0.341 -1.252 -2.226 -0.5229
H 0.062 -0.868 -3.104 0.2931
H 0.086 -2.117 -2.320 0.2730
O -0.723 1.463 -2.057 -0.4973
H -0.009 1.702 -2.673 0.2684
H -1.540 1.435 -2.533 0.2679
O -2.315 1.258 0.507 -0.5308
H -3.077 0.647 0.453 0.2464
H -2.501 1.813 -0.235 0.3063
O 2.579 0.452 -0.744 -0.5636
H 3.341 0.064 -1.197 0.2808
H 2.704 1.395 -0.941 0.2842
O -0.970 -0.922 2.212 -0.5616
H -0.246 -0.821 2.806 0.3254
H -1.168 -1.866 2.135 0.3050
O 0.247 2.716 0.475 -0.5163
H 0.909 3.220 0.905 0.2714
H -0.463 2.785 1.121 0.3280
O -2.105 -1.331 -0.626 -0.5155
H -2.979 -1.082 -0.942 0.2659
H -1.975 -2.240 -0.779 0.2456
O 1.590 0.261 2.231 -0.4747
H 2.458 -0.129 2.286 0.2697
H 1.542 0.936 2.894 0.2657
O 1.103 -2.281 0.642 -0.5168
H 1.925 -2.558 0.187 0.2813
H 1.127 -2.746 1.487 0.2720
```

Molecular weight (g mol⁻¹): 280.8
2S+1: 1
Net charge: +2

***

Stability summary - winner: entry 1; margin: 12.0 kJ/mol.

***

Entry 1
Entry from OMol25: 3 unconnected molecules or ions with the total composition CH10N2O2 (the ωB97M-V functional and the def2-TZVPD basis).

```
15
Properties=species:S:1:pos:R:3:mulliken_charge:R:1
N 0.738 -1.205 0.548 -0.5727
C 1.318 -0.221 -0.327 -0.4052
N 0.392 0.839 -0.700 -0.5374
H 0.427 -0.844 1.448 0.2620
H -0.055 -1.677 0.127 0.2290
H 2.194 0.198 0.168 0.2698
H 1.646 -0.761 -1.220 0.3455
H 0.528 1.176 -1.652 0.2076
H -0.552 0.459 -0.719 0.2340
H 1.102 2.371 1.857 0.2972
H -0.115 2.387 0.925 0.3545
O 0.157 2.573 1.834 -0.6782
H -2.928 -1.049 -0.576 0.3155
H -2.404 -2.376 -1.264 0.3266
O -2.447 -1.869 -0.452 -0.6483
```

Molecular weight (g mol⁻¹): 82.1
2S+1: 1
Structure (SMILES): NCN.O.O
Net charge: 0

***

Entry 2
Entry from OMol25: 3 unconnected molecules or ions with the total composition CH10N2O2 (the ωB97M-V functional and the def2-TZVPD basis).

```
15
Properties=species:S:1:pos:R:3:mulliken_charge:R:1
N 0.520 -0.421 -0.407 -0.4209
C 0.787 0.815 0.248 -0.3662
N -0.375 1.343 0.951 -0.4778
H 0.490 -1.225 0.187 0.1774
H -0.102 -0.415 -1.198 0.1849
H 1.112 1.567 -0.480 0.3011
H 1.634 0.630 0.916 0.2501
H -0.488 2.311 1.195 0.1108
H -1.220 0.807 0.864 0.2644
H 1.356 -2.107 -3.904 0.3102
H 2.007 -0.709 -3.983 0.3108
O 1.560 -1.321 -3.393 -0.6225
H -2.619 -0.058 3.660 0.3042
H -1.423 0.108 2.706 0.3428
O -2.329 -0.243 2.763 -0.6691
```

Molecular weight (g mol⁻¹): 82.1
2S+1: 1
Structure (SMILES): NCN.O.O
Net charge: 0

***

Stability summary - winner: entry 1; margin: 31.6 kJ/mol.